Entry 1:
A molecular structure, C17H27O13Rb2 at a distorted geometry. Source: OMol25; level of theory: ωB97M-V/def2-TZVPD.

Geometry as XYZ:
```
59
C17H27O13Rb2 | OMol25 | ωB97M-V/def2-TZVPD
Rb 0.32065 4.44468 -1.28082
Rb -3.07310 3.43751 1.15108
C -0.86445 0.72321 -1.00195
O -1.24111 2.07862 -0.76720
H -0.44132 0.18892 -0.15131
H -1.72691 0.17770 -1.38494
H -0.07669 0.59544 -1.74438
C -5.52019 -2.56441 -0.81201
C -4.57222 -1.45464 -1.17695
C -4.73730 -0.86186 -2.58334
O -5.03039 0.48598 -2.37220
C -5.05961 0.75191 -1.08682
O -5.29377 1.87643 -0.62653
O -4.89397 -0.37181 -0.36848
H -6.58859 -2.35728 -0.87285
H -5.36350 -2.89907 0.21344
H -5.34095 -3.46140 -1.40478
H -3.52148 -1.68354 -0.99907
H -5.55034 -1.34946 -3.12122
H -3.84890 -1.11213 -3.16319
C 4.54796 -0.14473 0.67069
C 4.10120 1.17025 0.06862
C 2.64472 1.50726 0.02394
O 2.60533 2.75873 0.65766
C 3.79123 3.06087 1.18319
O 3.94958 4.03669 1.89953
O 4.70285 2.19276 0.88143
H 4.05239 -0.98560 0.18545
H 4.38573 -0.30980 1.73583
H 5.61524 -0.29936 0.51225
H 4.43209 1.32065 -0.95899
H 1.94836 0.90938 0.61192
H 2.32963 1.56416 -1.01797
C 1.72318 2.68537 4.05977
C 0.25742 2.24525 3.91845
C -0.10121 1.18107 2.80912
O -0.96555 0.29228 3.48551
C -0.87352 0.41191 4.80265
O -1.51355 -0.16140 5.67789
O -0.07711 1.54581 5.06709
H 1.83618 3.49188 3.33529
H 2.40099 1.84100 3.93438
H 1.98658 3.11948 5.02428
H -0.35437 3.13663 3.77971
H 0.73856 0.72021 2.28902
H -0.71518 1.58677 2.00504
C 1.45522 -2.52397 -0.87818
C 0.93587 -2.86761 -2.28766
C 1.23359 -1.86067 -3.42201
O 1.74634 -2.70690 -4.40703
C 2.07638 -3.88857 -3.97356
O 2.77095 -4.73483 -4.56614
O 1.58871 -4.03936 -2.73674
H 2.52961 -2.41485 -0.73031
H 1.19124 -3.35090 -0.21894
H 1.07399 -1.59651 -0.45088
H -0.14759 -2.98679 -2.29229
H 2.10308 -1.23359 -3.22487
H 0.41816 -1.31756 -3.89972
```

Properties
- LUMO energy (spin up / spin down): -7.10 / -10.17 eV
- Energy: -45978.446 eV
- Max |F|: 5.3 eV Å⁻¹
- Net charge: +2
- Gap between HOMO and LUMO (spin up / spin down): 7.459 / 4.383 eV
- ΔE to the lowest compared entry with this formula, charge and spin: 0.00 kJ/mol
- Multiplicity: 2

Entry 2:
A gas-phase ion, C17H27O3Si (charge +1) at a distorted geometry. Source: OMol25; level of theory: ωB97M-V/def2-TZVPD.

Geometry as XYZ:
```
48
C17H27O3Si | OMol25 | ωB97M-V/def2-TZVPD
C 2.91200 -0.00241 2.70080
O 2.57886 -0.82163 1.59987
C 1.32649 -0.78358 0.90481
C 0.13979 -0.27941 1.80959
C -0.66986 -1.31533 2.29496
C -1.66744 -1.10668 3.24151
C -1.91991 0.16396 3.75049
C -3.08517 0.38195 4.69397
C -1.02445 1.16906 3.38548
C -0.02456 0.97691 2.42384
H 2.57396 1.03606 2.64732
H 2.54230 -0.48410 3.60702
H 4.00514 0.00163 2.71253
H 1.08816 -1.86699 0.86251
H -0.47530 -2.33615 1.97013
H -2.26737 -1.93661 3.58837
H -3.21570 1.44121 4.95987
H -4.03361 0.04167 4.24240
H -2.99375 -0.17292 5.64502
H -1.11843 2.13168 3.88109
H 0.67888 1.78675 2.19423
C 2.43467 0.91402 -0.79716
C 1.68500 -0.42285 -0.51216
C 2.67787 -1.57048 -0.80079
O 3.91660 -1.63934 -0.42167
Si 4.54526 -3.18940 0.13123
C 5.94765 -2.52400 1.16711
C 3.26485 -4.06110 1.17436
C 5.06485 -4.17093 -1.35196
O 2.16524 -2.58907 -1.43034
C 0.78554 -2.21331 -1.92456
C 0.71434 -0.73695 -1.65906
H 1.79560 1.69992 -1.25708
H 2.90477 1.30663 0.11659
H 3.23629 0.66548 -1.52269
H 6.50464 -3.31343 1.69793
H 6.66477 -1.97312 0.54004
H 5.55009 -1.82444 1.91885
H 3.73932 -4.92342 1.67364
H 2.85766 -3.40414 1.95784
H 2.42964 -4.45524 0.57647
H 5.71922 -5.00808 -1.06959
H 4.19540 -4.59438 -1.86834
H 5.61422 -3.54951 -2.06873
H 0.78278 -2.47330 -2.98643
H 0.08122 -2.82364 -1.35078
H -0.29857 -0.31367 -1.58588
H 1.17174 -0.24810 -2.53461
```

Properties
- LUMO energy: -3.28 eV
- Energy: -32081.687 eV
- Max |F|: 2.9 eV Å⁻¹
- Net charge: +1
- Gap between HOMO and LUMO: 8.624 eV
- ΔE to the lowest compared entry with this formula, charge and spin: 0.00 kJ/mol
- Multiplicity: 1

Entry 3:
A molecular structure, C17H28BF4N5O3S2Sn. Source: OMol25; level of theory: ωB97M-V/def2-TZVPD.

Geometry as XYZ:
```
61
C17H28BF4N5O3S2Sn | OMol25 | ωB97M-V/def2-TZVPD
Sn 0.23975 0.36005 -0.26494
C 3.79208 -1.07564 5.16733
C 2.83676 0.10659 5.06593
N 1.62430 -0.19560 4.29885
C 0.41969 -0.52286 5.04801
C 0.33090 -1.98927 5.44730
C 1.68302 -0.24819 2.95749
S 0.26208 -0.80270 2.11418
N 2.87106 -0.02017 2.42395
C 3.12554 0.40628 1.19704
O 2.33234 1.00799 0.42486
C 4.52739 0.20706 0.72917
C 5.55084 -0.08355 1.62582
C 6.84301 -0.27344 1.16547
C 7.11626 -0.18726 -0.19288
C 6.09681 0.09753 -1.09047
C 4.80684 0.30363 -0.63000
H 4.70153 -0.77222 5.68551
H 4.06165 -1.42532 4.17385
H 3.34704 -1.90177 5.71950
H 3.33902 0.95490 4.60121
H 2.50809 0.41424 6.05924
H -0.43941 -0.25662 4.43327
H 0.41534 0.11551 5.93458
H 0.37840 -2.62228 4.56258
H -0.61446 -2.17953 5.95521
H 1.13873 -2.26886 6.12137
H 5.32125 -0.15298 2.67923
H 7.63868 -0.49087 1.86512
H 8.12510 -0.34133 -0.55099
H 6.30917 0.16200 -2.14879
H 4.00449 0.54170 -1.31414
F -1.75962 -1.19114 -0.67004
B -3.13475 -1.56220 -0.78537
F -3.35931 -2.14889 -2.00694
F -3.86657 -0.34491 -0.70270
F -3.47040 -2.35844 0.28507
N -3.84357 0.03028 -4.13906
C -2.98645 1.00608 -3.48409
C -1.55754 0.51605 -3.49580
O -1.31822 -0.48839 -4.32091
O -0.68339 1.01022 -2.82025
H -4.71155 0.44946 -4.44681
H -4.07485 -0.70774 -3.48148
H -2.18431 -0.72718 -4.72507
H -3.24826 1.23547 -2.44694
H -2.98487 1.94367 -4.04684
C -3.55813 -0.27475 2.81979
N -2.96536 0.56802 1.80225
C -2.05600 1.50330 2.02086
S -1.35523 2.32408 0.67642
N -1.69874 1.77287 3.27629
C -0.70483 2.74211 3.68650
H -4.22307 -0.97406 2.32054
H -4.13279 0.31608 3.53856
H -2.79091 -0.85292 3.34242
H -3.25213 0.41123 0.84212
H -2.17196 1.26563 4.00703
H -0.22769 3.15186 2.79980
H 0.05131 2.25716 4.30400
H -1.17098 3.55044 4.25023
```

Properties
- LUMO energy: 0.02 eV
- Energy: -70734.704 eV
- Max |F|: 0.4 eV Å⁻¹
- Net charge: 0
- Gap between HOMO and LUMO: 8.244 eV
- Multiplicity: 1

Q: What is the formula in the third record?
A: C17H28BF4N5O3S2Sn

Q: What is the max |F| in the third record?
A: 0.4 eV Å⁻¹

What did the second record say?
A gas-phase ion, C17H27O3Si (charge +1) at a distorted geometry. Source: OMol25; level of theory: ωB97M-V/def2-TZVPD.

Geometry as XYZ:
```
48
C17H27O3Si | OMol25 | ωB97M-V/def2-TZVPD
C 2.91200 -0.00241 2.70080
O 2.57886 -0.82163 1.59987
C 1.32649 -0.78358 0.90481
C 0.13979 -0.27941 1.80959
C -0.66986 -1.31533 2.29496
C -1.66744 -1.10668 3.24151
C -1.91991 0.16396 3.75049
C -3.08517 0.38195 4.69397
C -1.02445 1.16906 3.38548
C -0.02456 0.97691 2.42384
H 2.57396 1.03606 2.64732
H 2.54230 -0.48410 3.60702
H 4.00514 0.00163 2.71253
H 1.08816 -1.86699 0.86251
H -0.47530 -2.33615 1.97013
H -2.26737 -1.93661 3.58837
H -3.21570 1.44121 4.95987
H -4.03361 0.04167 4.24240
H -2.99375 -0.17292 5.64502
H -1.11843 2.13168 3.88109
H 0.67888 1.78675 2.19423
C 2.43467 0.91402 -0.79716
C 1.68500 -0.42285 -0.51216
C 2.67787 -1.57048 -0.80079
O 3.91660 -1.63934 -0.42167
Si 4.54526 -3.18940 0.13123
C 5.94765 -2.52400 1.16711
C 3.26485 -4.06110 1.17436
C 5.06485 -4.17093 -1.35196
O 2.16524 -2.58907 -1.43034
C 0.78554 -2.21331 -1.92456
C 0.71434 -0.73695 -1.65906
H 1.79560 1.69992 -1.25708
H 2.90477 1.30663 0.11659
H 3.23629 0.66548 -1.52269
H 6.50464 -3.31343 1.69793
H 6.66477 -1.97312 0.54004
H 5.55009 -1.82444 1.91885
H 3.73932 -4.92342 1.67364
H 2.85766 -3.40414 1.95784
H 2.42964 -4.45524 0.57647
H 5.71922 -5.00808 -1.06959
H 4.19540 -4.59438 -1.86834
H 5.61422 -3.54951 -2.06873
H 0.78278 -2.47330 -2.98643
H 0.08122 -2.82364 -1.35078
H -0.29857 -0.31367 -1.58588
H 1.17174 -0.24810 -2.53461
```

Properties
- LUMO energy: -3.28 eV
- Energy: -32081.687 eV
- Max |F|: 2.9 eV Å⁻¹
- Net charge: +1
- Gap between HOMO and LUMO: 8.624 eV
- ΔE to the lowest compared entry with this formula, charge and spin: 0.00 kJ/mol
- Multiplicity: 1